C32H33GeN4O2SSc | wB97M-V/def2-TZVPD

```
74
Properties=species:S:1:pos:R:3:forces:R:3:lowdin_charge:R:1
Sc 0.721 -0.465 -0.273 -0.1 1.3 0.3 0.891
O -0.367 0.378 1.089 0.0 -0.5 0.9 -0.198
C -0.605 0.192 2.407 0.4 -0.8 -1.9 -0.288
C -1.437 1.050 3.082 -0.9 1.4 1.3 -0.013
C -1.608 0.971 4.476 0.5 -0.2 -1.4 -0.034
C -0.930 -0.026 5.160 0.2 -1.3 2.3 -0.062
C -0.181 -0.996 4.478 -1.1 1.6 -0.9 0.002
C -0.017 -0.938 3.069 -1.0 2.5 1.8 -0.151
C 0.799 -1.900 2.501 0.6 -0.6 -1.6 -0.070
N 1.042 -2.007 1.219 0.3 -0.6 0.3 -0.053
C 1.656 -3.257 0.747 0.4 -1.1 0.5 -0.188
C 1.933 -3.255 -0.745 2.0 -2.3 -1.2 -0.233
N 1.440 -2.155 -1.481 -1.3 1.7 -2.6 -0.073
C 1.532 -2.155 -2.804 0.4 -1.4 2.1 -0.015
C 1.108 -1.168 -3.743 -0.2 1.7 0.1 -0.143
C 1.613 -1.160 -5.064 -0.9 1.5 0.2 0.030
C 1.537 0.017 -5.864 -0.5 0.4 2.2 0.001
C 1.054 1.195 -5.222 0.1 -1.3 0.4 0.011
C 0.544 1.186 -3.893 -0.3 1.1 -0.9 0.008
C 0.452 0.006 -3.252 -0.4 -1.7 1.0 -0.282
O -0.337 -0.129 -2.058 1.0 0.3 -0.7 -0.368
H -1.967 1.904 2.631 0.6 -0.7 -0.4 0.135
H -2.260 1.721 4.928 0.3 -0.4 0.2 0.125
H -1.027 -0.110 6.299 0.1 0.1 -1.9 0.142
H 0.264 -1.838 4.929 0.4 -0.7 1.1 0.103
H 1.246 -2.596 3.207 -0.1 -0.4 -0.1 0.149
H 0.958 -4.135 0.877 0.6 1.1 0.5 0.141
H 2.644 -3.522 1.225 -1.2 0.4 0.1 0.143
H 1.476 -4.228 -1.111 0.8 1.1 0.0 0.150
H 3.055 -3.267 -0.964 -1.3 -0.4 0.5 0.154
H 2.107 -2.982 -3.214 -0.1 -0.3 -0.3 0.149
H 1.954 -2.090 -5.447 0.7 -0.5 -0.4 0.116
H 1.932 0.059 -6.867 -0.1 -0.1 -0.1 0.115
H 0.979 2.147 -5.709 0.3 0.2 -0.5 0.114
H 0.178 2.104 -3.396 0.0 -0.6 -0.6 0.149
Ge -2.197 -0.528 -2.272 -1.2 1.1 -1.2 1.071
C -3.014 1.210 -2.792 0.2 -0.6 0.9 -0.301
C -3.775 1.362 -3.936 0.0 -0.3 -0.8 -0.110
C -4.301 2.621 -4.284 -0.1 -0.8 -1.4 -0.072
C -4.210 3.695 -3.438 1.0 -1.2 1.0 -0.047
C -3.607 3.476 -2.182 0.0 -0.7 -1.2 -0.066
C -2.967 2.292 -1.891 1.1 -0.7 1.4 -0.127
C -2.745 -1.290 -0.614 0.0 1.0 -0.3 -0.366
C -2.565 -2.635 -0.423 -0.2 -2.2 0.6 -0.118
C -2.959 -3.237 0.826 0.6 2.7 -0.6 -0.022
C -3.543 -2.402 1.838 0.9 -1.5 -2.3 -0.038
C -3.794 -1.073 1.548 0.4 -0.3 0.1 -0.069
C -3.366 -0.514 0.350 -0.9 0.4 1.0 -0.101
H -2.282 -1.599 -3.379 0.4 0.2 0.1 0.038
H -3.922 0.516 -4.633 0.2 0.6 0.4 0.112
H -4.704 2.718 -5.315 0.1 0.1 1.0 0.127
H -4.451 4.666 -3.767 -0.7 0.9 -0.1 0.103
H -3.587 4.216 -1.453 0.1 1.5 1.0 0.087
H -2.364 2.188 -0.908 -1.1 0.3 -1.6 0.129
H -2.208 -3.242 -1.319 -0.2 0.5 1.6 0.120
H -2.607 -4.216 1.025 -0.4 -1.0 0.2 0.088
H -3.831 -2.856 2.759 -0.1 -0.1 0.6 0.104
H -4.246 -0.487 2.324 -0.3 0.4 0.0 0.111
H -3.632 0.532 0.224 0.4 -0.1 -0.4 0.105
S 2.663 1.440 -0.290 -0.1 -0.7 0.0 0.652
C 3.380 1.536 1.295 -1.3 2.0 0.4 -0.756
N 3.817 0.496 1.946 0.5 -0.8 -0.6 0.019
C 4.268 0.552 3.331 -0.4 -0.5 0.1 -0.134
C 4.885 1.918 3.661 0.1 0.4 -0.1 -0.129
C 3.879 3.009 3.227 0.8 1.4 1.1 -0.164
N 3.370 2.746 1.914 -0.7 -1.4 -2.3 0.019
H 3.705 -0.380 1.450 0.4 0.1 0.3 0.126
H 4.955 -0.298 3.462 -0.2 0.4 0.2 0.136
H 3.317 0.385 3.918 1.2 0.2 0.0 0.143
H 5.931 2.160 3.337 -1.0 -0.7 -0.6 0.141
H 5.038 1.908 4.727 -0.4 0.3 0.6 0.113
H 4.339 4.035 3.180 -0.2 -1.1 0.2 0.147
H 3.043 3.101 3.937 0.2 -0.2 -0.1 0.129
H 2.797 3.424 1.397 0.7 -0.2 0.6 0.142
```
Positions in Å, forces in eV/Å.

Calculated values
* strongest force on any atom: 3.322 eV/Å
* net charge: +2
* Kohn-Sham gap: 0.2697 Ha
* spin multiplicity: 1
* LUMO level: -6.34 eV
* energy above the lowest of the compared OMol25 structures with the same formula, charge and spin: 0.0 kJ/mol